18
Properties=species:S:1:pos:R:3 method="wB97M-V/def2-TZVPD" total_charge=0 e_tot_ha=-364.18727 de_lowest_ev=2.2016 multiplicity=1 homo_lumo_gap_ev=10.4542 e_homo_ev=-9.593
N 0.009 0.526 1.447
C -0.538 0.114 0.156
C -1.605 -1.021 0.351
O -2.493 -0.673 1.417
C 0.476 -0.336 -0.944
C 1.495 0.841 -1.074
O 2.811 0.603 -0.650
H 1.020 0.654 1.410
H -0.069 -0.303 2.043
H -1.180 0.960 -0.192
H -2.228 -1.374 -0.481
H -1.112 -1.933 0.658
H -3.067 0.086 1.305
H 1.007 -1.306 -0.850
H -0.089 -0.466 -1.872
H 1.618 0.893 -2.150
H 0.967 1.814 -0.815
H 2.976 0.921 0.241